(1)
Molecular formula: C3H5FS
Method: DFT, ωB97M-V/def2-TZVPD

Last column: Mulliken charge in e.
Geometry (Å):
C1 -0.82 0.13 0.58  -0.696
C2 0.60 0.38 -0.08  0.571
C3 1.56 -0.50 -0.39  -0.680
H1 -2.10 -0.78 -1.10  0.140
H2 -0.77 1.00 1.39  0.260
H3 -1.10 -0.86 1.05  0.338
H4 2.51 0.02 -0.87  0.215
H5 1.74 -1.56 -0.03  0.280
F1 0.71 1.74 -0.19  -0.246
S1 -2.34 0.43 -0.35  -0.184

Calculated values
ΔE to the lowest compared entry with this formula, charge and spin ... 132.5 kJ/mol
HOMO-LUMO gap ... 10.1 eV
Charge ... 0
SMILES ... C=C(F)CS
Multiplicity ... 1

(2)
Molecular formula: C3H5I3N
Method: DFT, ωB97M-V/def2-TZVPD

Last column: Mulliken charge in e.
Geometry (Å):
C1 1.65 -0.76 -1.86  -0.431
C2 1.17 0.47 -2.01  -0.552
C3 -1.39 0.37 0.87  -0.545
N1 -0.84 -0.16 1.95  -0.239
I1 2.06 -1.71 0.02  0.103
I2 0.83 1.81 -0.39  0.195
I3 -2.00 -0.97 -0.62  0.304
H1 1.69 -1.34 -2.80  0.410
H2 0.92 0.76 -2.93  0.547
H3 -0.63 -1.12 2.18  0.257
H4 -1.82 1.27 0.62  0.668
H5 -0.42 0.51 2.57  0.284

Calculated values
ΔE to the lowest compared entry with this formula, charge and spin ... 39.8 kJ/mol
HOMO-LUMO gap ... 7.7 eV
Charge ... +1
Multiplicity ... 1

(3)
Molecular formula: C3H5I3O
Method: DFT, ωB97M-V/def2-TZVPD

Last column: Mulliken charge in e.
Geometry (Å):
C1 -1.90 -0.48 0.49  -0.446
C2 -0.36 0.45 -1.09  -0.302
C3 2.03 0.05 0.26  -0.615
O1 -1.12 0.63 0.03  -0.184
I1 2.36 2.17 0.89  0.077
I2 3.46 -0.65 -1.21  0.095
I3 2.01 -1.21 1.99  0.107
H1 -1.12 -0.91 1.23  0.143
H2 -2.15 -1.00 -0.41  0.319
H3 -2.83 0.06 0.85  0.185
H4 0.25 1.34 -1.35  0.353
H5 -0.64 -0.46 -1.69  0.267

Calculated values
ΔE to the lowest compared entry with this formula, charge and spin ... 348.3 kJ/mol
HOMO-LUMO gap (spin up / spin down) ... 7.4 / 5.9 eV
Charge ... 0
Multiplicity ... 1

(4)
Molecular formula: C3H5IN2
Method: DFT, ωB97M-V/def2-TZVPD

Last column: Mulliken charge in e.
Geometry (Å):
C1 -0.06 -0.44 -0.70  0.123
C2 -0.54 -1.50 0.06  -0.841
C3 -0.11 1.73 0.55  -0.430
N1 0.20 0.79 -0.44  -0.391
N2 -0.49 1.48 1.84  -0.467
I1 -0.66 3.08 2.97  0.115
H1 0.27 -0.73 -1.74  0.284
H2 -0.49 -2.44 -0.32  0.309
H3 -0.80 -1.14 0.97  0.392
H4 0.63 2.51 0.45  0.470
H5 -0.97 2.13 0.10  0.436

Calculated values
ΔE to the lowest compared entry with this formula, charge and spin ... 496.9 kJ/mol
HOMO-LUMO gap ... 5.2 eV
Charge ... 0
Multiplicity ... 1

Question: Which formula does entry 1 have?
Answer: C3H5FS